Record 1
Entry from the Open Molecules 2025 dataset: 12 unconnected molecules or ions with the total composition C23H71NO12 in a non-equilibrium geometry (ωB97M-V/def2-TZVPD).

Its structure (SMILES) is COC[C@H](C)N.CC(C)O.CC(C)O.CC(C)O.CC(C)O.CO.CO.CO.CO.CO.CO.CO. As for the charge: 0. The value obtained for the molar mass is 553.8 g mol⁻¹. For the total energy, the calculation gives -51057.6990 eV. The gap between HOMO and LUMO is 9.496 eV. The calculation puts the energy relative to the best compared isomer or geometry (same formula, charge and spin) at 83.65 kJ/mol. The largest force on an atom comes out at 2.2 eV/Å. As for the lowest unoccupied orbital energy: 0.11 eV.

Each line ends with the Löwdin charge.
CARTESIAN COORDINATES (ANGSTROEM)
C: 3.155 2.305 -2.946  -0.0878
O: 2.391 3.480 -2.777  -0.2323
C: 1.323 3.653 -3.705  -0.1900
C: 1.781 4.238 -5.042  -0.4465
C: 2.212 5.650 -4.819  -0.0807
N: 0.694 4.141 -6.009  0.0321
H: 3.473 1.937 -1.967  0.0895
H: 4.010 2.470 -3.597  0.0903
H: 2.523 1.461 -3.249  0.0824
H: 0.821 2.681 -3.753  0.1210
H: 0.647 4.364 -3.223  0.1189
H: 2.667 3.691 -5.382  0.1373
H: 2.866 5.855 -3.967  0.0805
H: 1.367 6.337 -4.675  0.0861
H: 2.705 6.100 -5.691  0.0772
H: -0.152 4.591 -5.666  0.0731
H: 0.922 4.732 -6.807  0.0700
C: -4.215 -2.593 1.472  -0.0579
C: -4.244 -1.778 2.748  -0.4693
C: -2.863 -1.523 3.353  -0.0489
O: -4.867 -0.540 2.424  -0.0455
H: -5.178 -2.876 1.045  0.0920
H: -3.637 -3.511 1.613  0.0656
H: -3.705 -2.089 0.646  0.0456
H: -4.846 -2.357 3.461  0.1350
H: -2.087 -2.229 3.063  0.0656
H: -2.989 -1.541 4.442  0.0836
H: -2.543 -0.494 3.177  0.0600
H: -5.038 -0.031 3.224  0.0925
C: -0.564 -1.088 0.605  -0.0417
C: 0.270 -0.317 -0.415  -0.4642
C: 0.059 1.169 -0.297  -0.0513
O: 1.653 -0.510 -0.108  -0.0735
H: -1.608 -1.190 0.299  0.0610
H: -0.447 -0.565 1.557  0.0763
H: -0.236 -2.122 0.744  0.0665
H: -0.027 -0.672 -1.410  0.1314
H: 0.305 1.551 0.705  0.0816
H: -0.994 1.469 -0.336  0.0833
H: 0.668 1.846 -0.898  0.0705
H: 1.835 -1.467 -0.073  0.0479
C: -1.104 -5.298 1.715  -0.0497
C: -0.152 -6.031 2.689  -0.4816
C: -0.154 -5.367 4.072  -0.0563
O: -0.513 -7.391 2.827  -0.0469
H: -2.100 -5.732 1.650  0.0835
H: -0.685 -5.296 0.706  0.0439
H: -1.097 -4.235 1.967  0.0541
H: 0.860 -6.024 2.275  0.1268
H: 0.154 -4.320 4.057  0.0710
H: 0.598 -5.936 4.624  0.0805
H: -1.126 -5.430 4.562  0.0823
H: -1.428 -7.423 3.132  0.0906
C: -0.294 5.307 -0.151  -0.0594
C: 1.144 5.799 -0.013  -0.4802
C: 1.907 4.934 0.932  -0.0588
O: 1.753 5.785 -1.309  -0.0678
H: -0.748 5.729 -1.045  0.0771
H: -0.872 5.624 0.724  0.0755
H: -0.338 4.215 -0.154  0.0572
H: 1.060 6.831 0.341  0.1357
H: 1.491 4.849 1.940  0.0827
H: 2.979 5.115 1.049  0.0860
H: 1.913 3.881 0.605  0.0766
H: 2.122 4.892 -1.411  0.0526
C: -2.873 -3.335 -1.601  -0.1472
O: -2.858 -4.400 -2.571  -0.1223
H: -2.629 -3.751 -0.619  0.0546
H: -2.105 -2.604 -1.864  0.0743
H: -3.903 -3.003 -1.657  0.0752
H: -1.970 -4.761 -2.642  0.0607
C: 1.481 -4.461 -0.747  -0.1026
O: 2.209 -3.282 -0.359  -0.1407
H: 1.968 -4.987 -1.565  0.0885
H: 1.457 -5.165 0.091  0.0646
H: 0.466 -4.095 -0.864  0.0686
H: 3.089 -3.551 -0.071  0.0964
C: -4.323 -0.050 -1.751  -0.1716
O: -4.812 -0.846 -2.807  -0.1144
H: -3.250 -0.134 -1.532  0.0601
H: -4.365 1.018 -2.014  0.0801
H: -4.954 -0.195 -0.878  0.0792
H: -4.549 -0.473 -3.651  0.0800
C: 0.742 -0.140 5.226  -0.1193
O: -0.192 0.557 4.410  -0.1402
H: 1.355 -0.790 4.594  0.0776
H: 1.387 0.587 5.714  0.0863
H: 0.244 -0.746 5.987  0.0805
H: -0.928 -0.011 4.173  0.0353
C: -1.608 3.275 3.114  -0.1630
O: -0.383 3.329 3.818  -0.1316
H: -2.070 2.279 3.157  0.0633
H: -2.341 3.981 3.520  0.0769
H: -1.402 3.452 2.052  0.0582
H: -0.310 2.514 4.340  0.0376
C: 2.944 -1.863 -3.901  -0.1484
O: 4.147 -1.154 -4.199  -0.1311
H: 2.816 -2.057 -2.842  0.0610
H: 2.133 -1.253 -4.305  0.0747
H: 2.937 -2.809 -4.449  0.0736
H: 4.210 -0.983 -5.140  0.0718
C: 4.453 0.155 1.334  -0.1908
O: 3.414 0.977 1.812  -0.1158
H: 4.566 -0.813 1.848  0.0709
H: 4.252 -0.174 0.305  0.0648
H: 5.432 0.628 1.364  0.0766
H: 2.642 0.426 1.616  0.0448


Record 2
Entry from the Open Molecules 2025 dataset: a molecular structure, C23H72BFeN22O14 in a non-equilibrium geometry (ωB97M-V/def2-TZVPD).

As for the charge: +1. The value obtained for the molar mass is 947.6 g mol⁻¹. For the total energy, the calculation gives -121528.4119 eV. The gap between HOMO and LUMO (alpha / beta) is 8.253 / 7.627 eV. Its spin multiplicity is 5. The largest force on an atom comes out at 7.9 eV/Å. As for the lowest unoccupied orbital energy (alpha / beta): -2.27 / -2.27 eV.

Each line ends with the Mulliken spin population.
CARTESIAN COORDINATES (ANGSTROEM)
Fe: -2.687 1.141 -0.737  3.7532
B: -0.397 0.499 -0.614  -0.1239
H: -1.098 0.779 -1.385  0.0372
H: 0.592 0.588 -1.035  0.0099
H: -0.625 1.182 0.190  0.0440
H: -0.612 -0.537 -0.400  0.0181
C: -2.636 0.123 2.253  0.0237
O: -2.959 0.604 1.182  0.0344
N: -3.333 0.273 3.382  0.0034
N: -1.536 -0.622 2.262  -0.0017
H: -4.212 0.752 3.246  -0.0006
H: -2.931 0.123 4.296  -0.0001
H: -1.475 -1.236 3.062  0.0004
H: -0.955 -0.693 1.439  -0.0090
C: 1.822 -0.399 2.120  -0.0019
O: 2.621 -0.263 3.024  0.0004
N: 1.249 -1.473 1.670  0.0007
N: 1.519 0.636 1.403  0.0022
H: 1.537 -2.392 1.973  0.0000
H: 0.627 -1.483 0.874  0.0044
H: 0.852 0.398 0.683  0.0113
H: 1.793 1.540 1.761  -0.0037
C: -4.052 -1.646 -1.573  0.0052
O: -3.330 -0.737 -1.295  0.0490
N: -5.183 -1.862 -1.004  0.0018
N: -3.913 -2.448 -2.590  0.0018
H: -5.747 -2.618 -1.362  0.0004
H: -5.650 -1.290 -0.314  0.0003
H: -3.035 -2.434 -3.090  -0.0003
H: -4.458 -3.297 -2.636  0.0003
C: -2.184 2.110 -3.836  0.0130
O: -2.572 1.810 -2.716  0.0241
N: -1.539 1.295 -4.609  0.0018
N: -2.208 3.280 -4.371  0.0028
H: -1.702 0.308 -4.472  -0.0001
H: -1.082 1.699 -5.414  0.0003
H: -2.761 4.023 -3.969  0.0000
H: -2.082 3.221 -5.371  0.0012
C: -0.499 -1.863 -3.902  -0.0002
O: -1.659 -1.624 -3.972  0.0000
N: 0.172 -2.377 -4.889  0.0000
N: 0.159 -1.647 -2.870  -0.0010
H: 1.038 -2.840 -4.653  0.0000
H: -0.383 -2.546 -5.716  0.0001
H: 1.115 -1.936 -2.723  -0.0002
H: -0.311 -1.115 -2.151  -0.0065
C: 2.001 -4.807 -2.818  0.0000
O: 3.112 -5.255 -2.965  0.0000
N: 0.989 -4.854 -3.622  0.0000
N: 1.602 -4.249 -1.678  0.0002
H: 0.143 -4.343 -3.416  0.0000
H: 1.181 -5.210 -4.548  0.0000
H: 0.680 -3.927 -1.422  0.0000
H: 2.342 -4.145 -0.998  0.0000
C: 1.274 3.505 -1.569  -0.0004
O: 1.607 4.608 -1.946  0.0001
N: 1.668 2.879 -0.482  -0.0001
N: 0.495 2.791 -2.237  0.0003
H: 1.312 1.971 -0.217  0.0060
H: 2.084 3.512 0.186  -0.0001
H: 0.298 1.884 -1.838  0.0034
H: 0.051 3.028 -3.113  0.0000
C: 6.190 0.567 1.713  0.0000
O: 7.148 1.053 1.291  0.0000
N: 6.096 -0.620 2.138  0.0000
N: 5.028 1.224 1.835  0.0000
H: 6.833 -1.265 1.892  0.0000
H: 5.168 -0.928 2.392  0.0000
H: 4.141 0.835 2.121  0.0000
H: 5.056 2.195 1.559  0.0000
C: -0.746 -0.823 5.497  0.0003
O: -1.403 -1.621 4.891  -0.0001
N: -0.156 0.204 4.992  0.0001
N: -0.514 -0.907 6.774  0.0000
H: -0.066 0.121 3.989  -0.0005
H: 0.144 1.022 5.502  -0.0001
H: 0.092 -0.221 7.202  0.0000
H: -1.081 -1.565 7.289  0.0000
C: -5.780 1.629 -0.280  0.0042
O: -4.673 1.495 -0.716  0.0336
N: -6.869 1.350 -0.916  -0.0003
N: -6.011 2.286 0.817  -0.0003
H: -7.755 1.574 -0.485  0.0004
H: -6.771 1.240 -1.915  -0.0004
H: -6.996 2.199 1.024  0.0003
H: -5.298 2.437 1.517  0.0005
C: -2.185 4.108 0.280  0.0075
O: -2.331 2.995 -0.142  0.0493
N: -2.553 4.617 1.462  0.0014
N: -1.603 5.042 -0.334  0.0008
H: -2.126 5.452 1.836  -0.0003
H: -3.025 3.947 2.052  0.0004
H: -1.051 4.679 -1.098  -0.0002
H: -1.446 5.921 0.138  0.0006
C: -0.823 -6.222 -0.051  0.0000
C: -2.076 -5.431 0.071  0.0000
C: -1.501 -3.970 0.225  0.0004
O: -0.246 -4.210 0.835  -0.0004
C: 0.022 -5.599 0.986  0.0000
H: -0.421 -6.080 -1.054  0.0000
H: -0.959 -7.286 0.142  0.0000
H: -2.632 -5.667 0.979  0.0000
H: -2.714 -5.337 -0.807  0.0000
H: -2.109 -3.364 0.897  0.0000
H: -1.239 -3.580 -0.758  0.0002
H: -0.231 -6.020 1.959  0.0000
H: 1.041 -5.908 0.752  0.0000
C: 4.636 -0.445 -1.987  0.0001
C: 4.537 -0.066 -3.427  0.0000
C: 3.360 -0.710 -3.983  0.0000
O: 2.881 -1.608 -2.915  0.0001
C: 3.299 -1.042 -1.651  -0.0036
H: 4.855 0.410 -1.347  0.0000
H: 5.418 -1.188 -1.831  0.0000
H: 5.438 -0.292 -3.997  0.0000
H: 4.467 1.019 -3.514  0.0000
H: 3.566 -1.207 -4.931  0.0000
H: 2.592 0.059 -4.063  -0.0001
H: 3.437 -1.718 -0.808  -0.0001
H: 2.486 -0.396 -1.319  0.0011
C: 2.913 4.453 4.524  0.0000
C: 1.488 4.662 4.031  0.0000
C: 1.621 4.151 2.653  -0.0005
O: 2.491 2.980 2.780  -0.0002
C: 3.368 3.146 3.887  0.0000
H: 2.960 4.437 5.613  0.0000
H: 3.539 5.328 4.352  0.0000
H: 1.248 5.719 4.145  0.0000
H: 1.003 3.947 4.695  0.0000
H: 2.169 4.769 1.942  0.0000
H: 0.699 3.857 2.151  -0.0004
H: 4.322 3.453 3.458  0.0000
H: 3.505 2.318 4.583  0.0000